Entry 1:
{"formula": "C22H34BrNO3P2Sn", "method": "ωB97M-V/def2-TZVPD", "total_charge": 0, "orbital_gap_ev": [5.2, 5.2], "homo_energy_ev": [-5.55, -5.55], "multiplicity": 1, "elements": ["Sn", "P", "P", "N", "H", "C", "H", "H", "H", "C", "H", "H", "H", "C", "H", "H", "H", "C", "H", "H", "H", "C", "H", "H", "H", "C", "H", "H", "H", "C", "C", "C", "C", "C", "C", "H", "H", "H", "H", "H", "C", "O", "C", "H", "H", "H", "C", "H", "H", "H", "Br", "C", "C", "C", "C", "C", "C", "C", "O", "O", "H", "H", "H", "H"], "coordinates": [[-0.03829, -0.19765, 0.29116], [2.73863, -0.26240, -0.09740], [-2.62893, 0.31401, 0.24926], [-0.06292, 0.20096, -1.73931], [1.59059, -0.39025, 0.82088], [3.34787, -1.70026, -1.02476], [4.44726, -1.76463, -1.03331], [3.00694, -1.64038, -2.06315], [2.94990, -2.62181, -0.59512], [3.75881, -0.19714, 1.40349], [4.80818, -0.47527, 1.22887], [3.31770, -0.88287, 2.13463], [3.73434, 0.80730, 1.84421], [3.24184, 1.16515, -1.08072], [4.33478, 1.34054, -1.09756], [2.78035, 2.07554, -0.68386], [2.90776, 1.07043, -2.12262], [-3.67008, -0.99217, -0.51313], [-4.70670, -0.64817, -0.43527], [-3.50371, -1.94834, -0.00378], [-3.38751, -1.06131, -1.56924], [-3.16176, 0.45160, 1.99251], [-4.26229, 0.47853, 1.95708], [-2.76493, 1.38478, 2.42813], [-2.82280, -0.42712, 2.56626], [-3.14994, 1.85565, -0.55726], [-4.25342, 1.87379, -0.47653], [-2.84986, 1.84489, -1.62225], [-2.70976, 2.71926, -0.01924], [-0.03774, 1.32666, -2.43921], [-0.00253, 2.02677, -4.81248], [-0.05060, 1.02287, -3.84653], [-0.00869, 2.71128, -2.01617], [0.02457, 3.73152, -2.97218], [0.04420, 3.38248, -4.36206], [0.01044, 1.73358, -5.88945], [-0.13674, -0.05248, -4.06119], [-0.06396, 2.93861, -0.95709], [0.04994, 4.81567, -2.67750], [0.11326, 4.17014, -5.13519], [-0.73798, -3.10426, 1.49811], [-1.19715, -2.35129, 0.54096], [0.55943, -4.00337, 1.06971], [1.06291, -4.34989, 1.99135], [1.34362, -3.31423, 0.59196], [0.11035, -4.71913, 0.32191], [-0.76711, -2.51879, 3.02252], [-1.82307, -2.75627, 3.32337], [-0.30804, -1.48582, 3.13033], [-0.00997, -3.11100, 3.51980], [-1.26692, 4.03092, 1.83333], [-0.59298, 3.55484, 3.54988], [-0.82418, 4.43171, 4.60788], [-0.35777, 4.15773, 5.90662], [0.35088, 2.97709, 6.14113], [0.60178, 2.08802, 5.11274], [0.12329, 2.37165, 3.82465], [0.46923, 1.28884, 2.87225], [1.06024, 0.30138, 3.31291], [0.08322, 1.44332, 1.61458], [-1.37739, 5.34223, 4.43880], [-0.55032, 4.85332, 6.71299], [0.72007, 2.72205, 7.12008], [1.14936, 1.17656, 5.26843]]}

---

Entry 2:
{"formula": "C22H34ClIrNO3P2", "method": "ωB97M-V/def2-TZVPD", "total_charge": 0, "s_squared": 8.83, "orbital_gap_ev": [5.2, 6.1], "de_lowest_kcal_mol": 59.6, "homo_energy_ev": [-4.84, -8.40], "multiplicity": 6, "elements": ["Ir", "P", "P", "N", "H", "C", "H", "H", "H", "C", "H", "H", "H", "C", "H", "H", "H", "C", "H", "H", "H", "C", "H", "H", "H", "C", "H", "H", "H", "C", "C", "C", "C", "C", "C", "H", "H", "H", "H", "H", "C", "O", "C", "H", "H", "H", "C", "H", "H", "H", "Cl", "C", "C", "C", "C", "C", "C", "C", "O", "O", "H", "H", "H", "H"], "coordinates": [[-0.50040, 0.94444, 0.22473], [-1.76423, 1.27535, 2.18968], [0.72577, 0.20975, -2.03825], [-0.86731, 2.55640, -0.48083], [0.87056, 1.00294, 0.93044], [-0.91550, 1.81027, 3.73766], [-1.62475, 2.00345, 4.55492], [-0.36314, 2.73756, 3.54395], [-0.20269, 1.04974, 4.07656], [-2.84014, -0.08570, 2.78665], [-3.35967, 0.18654, 3.71443], [-2.26716, -1.00018, 2.96856], [-3.59416, -0.30326, 2.02297], [-2.97984, 2.63231, 1.97156], [-3.58004, 2.78574, 2.87711], [-3.65092, 2.38631, 1.14252], [-2.45821, 3.56509, 1.73310], [2.52989, 0.38154, -2.06903], [2.93019, 0.11973, -3.03628], [2.99067, -0.26700, -1.33664], [2.79109, 1.38832, -1.75870], [0.34812, -1.44334, -2.64865], [0.95091, -1.65219, -3.52798], [-0.71211, -1.57096, -2.85133], [0.63834, -2.14476, -1.87760], [0.18335, 1.29608, -3.40499], [0.71031, 0.99636, -4.31326], [0.41132, 2.33996, -3.17416], [-0.89392, 1.19603, -3.56473], [-1.27520, 3.75442, -0.97254], [-0.99247, 6.18437, -1.16022], [-0.56810, 4.96297, -0.66182], [-2.43271, 3.86652, -1.81179], [-2.83927, 5.09802, -2.30338], [-2.12528, 6.25999, -1.98199], [-0.43662, 7.09116, -0.90870], [0.31412, 4.86673, -0.01993], [-2.97404, 2.94283, -2.04166], [-3.72244, 5.15688, -2.94491], [-2.45000, 7.22172, -2.37028], [-0.00206, -2.00790, 1.47440], [-0.79270, -1.35507, 0.72824], [0.69058, -1.44835, 2.68490], [1.45997, -2.11387, 3.08836], [-0.05904, -1.25275, 3.46020], [1.16351, -0.49949, 2.42874], [0.00299, -3.49038, 1.29586], [1.00403, -3.88679, 1.23759], [-0.54949, -3.72545, 0.39599], [-0.44057, -3.99500, 2.15057], [2.63665, -7.76077, -0.53766], [2.58359, -6.03229, -0.52204], [3.48082, -5.24425, 0.21110], [3.35214, -3.84021, 0.25489], [2.28563, -3.16918, -0.37308], [1.38717, -4.01352, -1.12504], [1.56168, -5.39489, -1.21440], [2.21870, -1.73559, 0.14520], [2.98057, -1.29831, 1.04918], [1.47430, -0.76887, -0.42419], [4.25789, -5.74909, 0.77706], [4.05362, -3.29626, 0.88683], [0.43080, -3.72507, -1.55960], [0.81487, -5.99875, -1.72826]]}

---

Entry 3:
{"formula": "C22H34CoN2O6P2", "method": "ωB97M-V/def2-TZVPD", "total_charge": 0, "s_squared": 3.78, "orbital_gap_ev": [6.7, 5.4], "homo_energy_ev": [-7.55, -7.39], "multiplicity": 4, "elements": ["P", "P", "C", "C", "H", "H", "H", "H", "C", "H", "H", "H", "C", "H", "H", "H", "C", "H", "H", "H", "C", "H", "H", "H", "Co", "C", "C", "C", "C", "C", "C", "C", "C", "C", "H", "H", "H", "H", "H", "H", "H", "H", "H", "H", "H", "H", "H", "H", "H", "O", "C", "O", "C", "C", "C", "C", "C", "C", "N", "O", "O", "N", "O", "O", "H", "H", "H"], "coordinates": [[-0.58471, -1.38542, -1.64635], [0.75244, -0.00204, -3.08597], [-0.34212, -2.33300, -3.25707], [0.84767, -1.65208, -3.92419], [-1.26917, -2.17229, -3.83074], [-0.19909, -3.46973, -3.16091], [1.80129, -2.12458, -3.63097], [0.73466, -1.51958, -5.00908], [-0.56508, 0.78916, -4.13273], [-0.58025, 1.87038, -3.91015], [-1.55768, 0.36213, -3.90201], [-0.32226, 0.63185, -5.19931], [2.26231, 0.82745, -3.86089], [2.05864, 1.01587, -4.92526], [3.11695, 0.14669, -3.77111], [2.50769, 1.76682, -3.35260], [-2.02231, -2.26129, -0.94081], [-1.62762, -3.25674, -0.62851], [-2.83236, -2.26472, -1.71214], [-2.31301, -1.67019, -0.04470], [1.19461, -1.46280, -0.88831], [1.13532, -0.89561, 0.06266], [1.99159, -1.00368, -1.51957], [1.39720, -2.54337, -0.65597], [0.11416, -3.31039, -1.65216], [0.09519, 3.48458, 0.87822], [-1.21651, 3.18644, 0.96697], [-2.24559, 2.99430, -0.14279], [-1.98050, 1.78481, -1.09821], [-0.57441, 1.45267, -0.89778], [0.50661, 1.89718, -1.56758], [0.48657, 3.42477, -1.73198], [0.89797, 3.98539, -0.31708], [0.05768, -5.20991, -0.98334], [0.69102, 3.47924, 1.80872], [-1.66374, 3.10629, 1.96807], [-2.31813, 3.89786, -0.77602], [-3.21031, 2.83014, 0.36534], [-2.56427, 0.87304, -0.81986], [-2.17984, 2.01779, -2.16708], [-0.38508, 0.67482, -0.08443], [1.51489, 1.56347, -1.25383], [-0.49769, 3.83925, -2.01446], [1.20814, 3.75838, -2.49145], [1.95345, 3.70175, -0.18231], [0.86978, 5.08747, -0.31795], [1.11012, -5.23285, -0.58813], [-0.14532, -6.05056, -1.71793], [-0.65318, -5.30434, -0.13155], [-1.27653, -0.81401, 1.33258], [-0.50050, -1.61329, 1.95650], [0.06031, -2.68141, 1.58261], [-0.14449, -1.09520, 3.35367], [0.89240, -1.68976, 4.09602], [1.28201, -1.14904, 5.33852], [0.58331, -0.04205, 5.84999], [-0.47041, 0.55951, 5.12431], [-0.84530, 0.02400, 3.86736], [-1.12142, 1.76349, 5.53651], [-0.81296, 2.30935, 6.61019], [-1.99432, 2.24406, 4.78224], [2.42631, -1.68011, 6.03500], [3.07223, -2.63249, 5.55510], [2.74333, -1.14496, 7.11823], [1.39721, -2.55193, 3.66674], [0.89180, 0.38588, 6.79845], [-1.63872, 0.48319, 3.27128]]}

---

Molar mass across the listed records, respectively: 621.1 650.1 543.4 Da.